--- one ---
Density functional theory data (ωB97M-V/def2-TZVPD) for an isolated molecule of C3H2N2O2.

Last column: Löwdin charge in e.
Cartesian coordinates (Å):
O 2.029 0.750 1.530  0.11
C 0.843 0.831 1.349  -0.16
C 0.158 0.328 0.111  -0.35
N -0.678 -0.648 0.262  0.15
C -0.951 -0.987 -1.032  -0.19
N -0.406 -0.232 -1.936  0.13
O 0.404 0.675 -1.138  0.05
H 0.135 1.142 2.132  0.13
H -1.536 -1.859 -1.278  0.12

Properties
HOMO	-11.1332	eV
SMILES string	O=Cc1ncno1
total charge	0
frontier orbital gap	10.867	eV
E_LUMO	-0.010	Eh

***

--- two ---
Density functional theory data (ωB97M-V/def2-TZVPD) for an isolated molecule of C3H2N2O2.

Last column: Löwdin charge in e.
Cartesian coordinates (Å):
H -1.381 0.792 -1.975  0.09
N -0.440 1.086 -1.714  0.21
C -0.087 0.559 -0.628  -0.41
C 1.199 0.864 -0.027  -0.13
N 2.178 1.105 0.540  0.20
O -0.895 -0.224 0.167  0.05
C -0.320 -1.161 0.993  -0.29
O 0.715 -1.710 0.784  0.13
H -0.969 -1.306 1.865  0.15

Properties
HOMO	-11.6317	eV
SMILES string	[H]/N=C(/C#N)OC=O
total charge	0
frontier orbital gap	11.489	eV
E_LUMO	-0.005	Eh

***

two is preferred energetically. Next in line: 19.5 kcal/mol higher.

***

--- one ---
Density functional theory data (ωB97M-V/def2-TZVPD) for an isolated molecule of C3H2N2O2.

Last column: Löwdin charge in e.
Cartesian coordinates (Å):
O -2.193 0.026 0.010  0.15
C -1.004 -0.023 -0.006  -0.48
N -0.278 -1.253 -0.003  0.11
N 0.988 -1.255 -0.004  0.05
C 1.702 -0.062 0.007  -0.10
C 1.056 1.108 0.001  -0.07
O -0.281 1.158 -0.010  0.10
H 2.784 -0.140 0.018  0.11
H 1.518 2.087 0.014  0.13

Properties
HOMO	-10.0061	eV
SMILES string	O=c1nncco1
total charge	0
frontier orbital gap	8.934	eV
E_LUMO	-0.039	Eh

***

--- two ---
Density functional theory data (ωB97M-V/def2-TZVPD) for a cluster of 2 separate species, C3H2N2O2 in total.

Last column: Löwdin charge in e.
Cartesian coordinates (Å):
C 0.756 -1.593 1.588  -0.23
C 0.215 -0.857 0.539  -0.11
C 0.484 1.658 -1.243  -0.47
N 1.392 -1.936 2.493  0.17
N -0.595 2.120 -1.457  0.19
O -0.914 -1.049 -0.002  0.08
O 1.578 1.295 -1.260  0.15
H -1.476 -1.817 0.277  0.15
H -1.440 2.180 -0.935  0.07

Properties
HOMO	-9.4576	eV
total charge	0
frontier orbital gap	8.292	eV
E_LUMO	-0.043	Eh

***

one is preferred energetically. Next in line: 37.3 kcal/mol higher.

***

--- one ---
Density functional theory data (ωB97M-V/def2-TZVPD) for an isolated molecule of C3H2N2O2.

Last column: Löwdin charge in e.
Cartesian coordinates (Å):
O 2.201 -0.022 -0.013  0.17
C 1.027 0.049 -0.042  -0.51
N 0.275 1.205 0.001  0.17
C -0.996 1.143 0.015  -0.16
N -1.744 -0.007 -0.060  0.11
C -1.070 -1.058 -0.006  -0.19
O 0.256 -1.122 0.063  0.11
H -1.583 2.045 0.206  0.13
H -1.562 -2.087 0.000  0.17

Properties
HOMO	-10.8660	eV
SMILES string	O=c1ncnco1
total charge	0
frontier orbital gap	10.466	eV
E_LUMO	-0.015	Eh

***

--- two ---
Density functional theory data (ωB97M-V/def2-TZVPD) for an isolated molecule of C3H2N2O2.

Last column: Löwdin charge in e.
Cartesian coordinates (Å):
O -1.286 0.200 -1.393  0.09
C -1.425 -0.301 -0.318  -0.38
C -0.118 1.601 0.886  0.14
N 0.874 1.085 0.486  0.02
C 1.460 -0.068 0.011  -0.17
N 0.802 -1.156 -0.116  0.11
O -0.505 -1.054 0.369  -0.07
H -2.316 -0.253 0.324  0.15
H 2.515 -0.054 -0.249  0.13

Properties
HOMO	-11.1460	eV
total charge	0
frontier orbital gap	10.926	eV
E_LUMO	-0.008	Eh

***

one is preferred energetically. Next in line: 71.7 kcal/mol higher.